A molecular structure, C8H20AlCl8O at a distorted geometry, computed with wB97M-V/def2-TZVPD.

Summary:
Frontier orbital gap ... 6.222 eV
E_tot ... -4315.92261 Eh
E_LUMO ... 1.9 eV

The geometry in ORCA input format:
```
! wB97M-V def2-TZVPD RIJCOSX def2/J DEFGRID3
* xyz -1 1
Al -1.586 3.346 1.227
H -1.705 0.389 -1.567
C 4.900 -1.593 4.748
H -0.311 4.200 1.662
H -0.280 2.367 -0.897
H 5.197 -1.266 5.748
C 0.697 -1.504 -3.823
Cl 3.079 -3.152 -1.853
H 1.730 -1.441 1.173
Cl -0.458 -0.717 1.685
H 0.673 -1.409 -0.268
H -5.957 0.928 -1.373
C -2.259 1.146 -0.830
Cl -0.356 -2.521 -2.832
H -3.889 2.741 -1.418
H 5.184 -2.638 4.603
H -1.980 2.265 2.345
H 5.070 -2.488 -0.771
C 4.254 -3.176 -0.533
H -1.782 3.357 -1.485
H 4.647 -4.190 -0.424
C -1.423 2.568 -0.664
H -3.585 1.282 -2.705
Cl 1.607 0.709 0.202
Cl 3.146 -1.445 4.591
C -4.923 0.809 -0.789
H 0.104 -1.044 -4.617
Cl 3.509 -2.681 0.991
H -4.615 -0.320 -0.637
O -5.090 1.464 0.519
H -2.809 4.394 1.183
H 1.482 -2.125 -4.261
C 0.960 -0.876 0.642
Cl 5.733 -0.599 3.546
H -2.423 0.572 0.180
C -3.698 1.574 -1.564
H -4.286 1.305 1.119
Cl 1.445 -0.229 -2.853
*
```


A molecular structure, C8H20Cl2FNOSi2 at a distorted geometry, computed with wB97M-V/def2-TZVPD.

Summary:
Frontier orbital gap ... 9.205 eV
E_tot ... -2046.09185 Eh
E_LUMO ... 0.6 eV

The geometry in ORCA input format:
```
! wB97M-V def2-TZVPD RIJCOSX def2/J DEFGRID3
* xyz 0 1
Cl -1.905 3.369 0.241
C 2.252 1.155 -0.433
H 0.316 -3.902 1.261
N 1.647 -1.530 1.160
H -4.169 1.633 -0.289
H 1.499 3.079 -1.140
H -2.745 3.815 -1.917
H -3.932 4.130 -0.648
H -0.985 -2.867 -2.122
H -0.959 -3.055 2.301
C 0.935 -1.174 3.527
H 2.631 0.822 0.557
H 3.338 3.008 -0.881
O 1.453 -1.877 -1.630
H 0.529 -2.542 -3.971
H 0.984 -4.267 -2.427
C 0.124 -3.285 2.163
H 0.440 0.944 -1.661
C -3.181 3.422 -0.999
C -3.822 2.071 -1.224
C 2.334 2.727 -0.495
H -0.089 -1.164 3.973
H 1.573 -1.766 4.235
Cl -2.711 0.910 -1.996
H 2.186 3.092 0.552
F 3.042 0.606 -1.447
Si 0.419 -2.901 -2.538
Si 0.664 -1.157 -0.260
H -0.736 -1.574 -0.135
H 1.335 -0.143 3.405
C 0.730 0.737 -0.601
C 0.960 -1.950 2.160
H 0.086 1.315 0.096
H -4.677 2.176 -1.891
H 0.434 -3.857 3.076
*
```


A molecular structure, C8H20Cl3NO3Si2, computed with wB97M-V/def2-TZVPD.

Summary:
Frontier orbital gap ... 10.710 eV
E_tot ... -2556.99628 Eh
E_LUMO ... 0.7 eV
ΔE to the lowest compared entry with this formula, charge and spin ... 0.000 eV

The geometry in ORCA input format:
```
! wB97M-V def2-TZVPD RIJCOSX def2/J DEFGRID3
* xyz 0 1
O 2.260 -1.213 1.426
H -3.428 0.191 -1.184
H -1.842 0.863 -0.781
H 3.293 -0.943 4.411
Si 1.480 -2.672 1.379
H -1.447 0.517 -5.082
C -1.864 -1.310 -0.825
H 2.450 -3.752 1.083
C -2.415 1.299 -3.307
C 0.155 -2.615 0.069
C -3.149 3.785 1.721
Cl -2.500 5.426 1.794
Cl -3.248 3.213 0.063
O -2.044 0.156 -2.724
H 4.155 0.559 0.168
H -0.604 -3.356 0.358
H 0.587 -2.940 -0.883
H 4.481 -2.178 2.219
C 4.678 0.323 1.100
H 4.828 1.262 1.647
H -4.147 3.808 2.138
C -2.351 0.049 -1.319
C -2.109 1.325 -4.777
H 0.866 -2.968 2.697
H 0.159 -0.601 -0.697
H -0.644 -0.748 0.863
Si 3.724 -0.904 2.116
O -2.945 2.197 -2.696
Cl -2.180 2.685 2.710
N 3.483 -0.240 3.704
H -3.053 1.241 -5.324
C -0.508 -1.240 -0.107
H -1.799 -2.008 -1.666
H -2.619 -1.714 -0.137
H 5.666 -0.078 0.846
H -1.665 2.295 -5.020
H 4.292 0.286 4.018
*
```


A molecular structure, C8H20Cl8N2O3 at a distorted geometry, computed with wB97M-V/def2-TZVPD.

Summary:
Frontier orbital gap ... 8.995 eV
E_tot ... -4332.71727 Eh
E_LUMO ... 0.4 eV
ΔE to the lowest compared entry with this formula, charge and spin ... 19.815 eV

The geometry in ORCA input format:
```
! wB97M-V def2-TZVPD RIJCOSX def2/J DEFGRID3
* xyz 0 1
H 0.840 -1.630 1.844
C 0.447 -0.802 3.822
O 0.725 -1.466 0.105
H 0.676 0.567 -1.322
Cl 2.561 -3.073 -3.059
C 0.919 4.942 -0.219
H 1.462 5.806 -0.602
H -2.196 1.654 0.515
Cl -2.030 0.186 -1.490
H -0.648 0.558 -0.454
C -2.676 0.752 0.134
Cl -1.170 -0.703 1.824
Cl 0.507 -0.679 -2.642
H 0.734 1.016 0.346
C 0.942 -3.510 -2.648
C 0.023 -2.348 -3.195
O -1.316 -2.296 -0.200
H 0.743 -4.488 -3.084
O -0.029 -3.545 0.397
N 0.350 0.424 -0.377
H -0.607 -0.525 3.828
Cl 0.777 0.781 1.633
H 1.195 3.957 -2.070
N -0.096 -2.391 0.049
H 0.921 -3.489 -1.559
H 1.095 4.695 0.828
H -3.676 1.082 -0.148
C 1.099 -0.742 2.420
Cl 1.088 2.126 -0.368
H 2.482 3.895 -1.023
H -1.006 -2.424 -2.843
C -2.713 -0.430 1.077
H 2.163 -0.853 2.627
H 0.458 -1.846 4.134
Cl 1.402 0.263 4.992
H 0.039 -2.299 -4.284
C 1.396 3.799 -1.011
H -3.182 -1.294 0.606
H -3.389 -0.286 1.920
Cl -0.812 5.145 -0.412
H 0.501 -0.533 -0.092
*
```


2 unconnected molecules or ions with the total composition C8H20ClNSi at a distorted geometry, computed with wB97M-V/def2-TZVPD.

Summary:
Frontier orbital gap (alpha / beta) ... 6.241 / 8.100 eV
E_tot ... -1121.14278 Eh
E_LUMO (alpha / beta) ... -0.7 / 0.8 eV
ΔE to the lowest compared entry with this formula, charge and spin ... 2.491 eV

The geometry in ORCA input format:
```
! wB97M-V def2-TZVPD RIJCOSX def2/J DEFGRID3
* xyz 0 1
H 5.032 -0.697 -1.926
H -1.342 -3.213 -0.025
C 3.173 -0.964 -0.606
Cl -0.658 0.726 -1.988
H 3.603 0.486 -2.114
H 3.625 0.091 2.518
C -1.213 -1.008 0.529
H 1.932 0.205 2.407
C -1.234 -2.164 -0.447
Si -1.191 0.809 -0.030
H 4.734 0.592 -0.734
H -3.254 3.418 -0.636
H 2.681 -1.385 2.129
C 2.921 -0.075 0.535
H -0.462 -2.258 -1.306
C -3.291 2.382 -0.955
H -0.262 -1.056 0.974
H 2.716 0.937 0.144
H -2.127 -2.054 -1.021
H -3.472 0.643 1.905
C 2.796 -0.354 1.961
H -2.710 2.257 -1.822
H 3.547 -1.865 -0.126
N -2.828 1.358 0.030
H -4.698 0.433 0.745
C 4.219 -0.147 -1.444
C -3.872 1.108 1.023
H -4.330 2.136 -1.054
H 2.246 -1.094 -1.109
H -1.986 -1.327 1.156
H -4.294 2.080 1.288
*
```


3 unconnected molecules or ions with the total composition C8H20ClO4 at a distorted geometry, computed with wB97M-V/def2-TZVPD.

Summary:
Frontier orbital gap ... 7.180 eV
E_tot ... -1077.95155 Eh
E_LUMO ... 3.0 eV
ΔE to the lowest compared entry with this formula, charge and spin ... 0.000 eV

The geometry in ORCA input format:
```
! wB97M-V def2-TZVPD RIJCOSX def2/J DEFGRID3
* xyz -1 1
H 4.143 -0.623 1.780
C 2.814 0.419 0.419
O -3.869 -2.699 -1.058
H 2.817 -0.327 -0.387
H -2.246 -1.899 -2.206
H 4.314 2.898 -1.107
O 2.873 0.568 2.854
H -2.496 -0.852 0.608
H -4.161 -2.664 -3.115
C -2.544 -0.743 -0.486
O 3.821 1.405 0.152
H -2.627 1.880 -0.585
H -5.079 -1.470 -2.205
C 3.492 2.196 -0.967
H 3.526 2.529 2.584
Cl 0.805 -2.920 0.209
O -3.607 0.094 -0.881
H 4.803 1.293 2.673
H -3.549 1.228 0.834
H 1.808 0.858 0.434
H -5.554 -3.179 -2.072
H 3.373 1.578 -1.862
H 2.434 -1.105 1.775
C 3.817 1.585 3.056
H 3.914 1.746 4.135
C 3.111 -0.250 1.726
H -4.398 1.931 -0.548
H -1.912 -2.710 -0.632
C -3.525 1.343 -0.256
H -1.566 -0.294 -0.737
H 2.582 2.777 -0.766
C -4.708 -2.505 -2.181
C -2.610 -2.086 -1.192
*
```